C2H8N2O | wB97M-V/def2-TZVPD

ORCA input file:
```
! wB97M-V def2-TZVPD RIJCOSX def2/J DEFGRID3
* xyz 0 1
N 1.74 2.49 -2.18
C 1.49 1.79 -1.03
O 0.50 1.13 -0.83
H 1.07 2.44 -2.94
H 2.69 2.73 -2.39
H 2.29 1.96 -0.29
C -1.58 -1.73 1.93
N -0.87 -1.98 0.68
H -2.59 -1.33 1.79
H -1.03 -0.99 2.50
H -1.66 -2.65 2.50
H -1.30 -2.70 0.12
H -0.74 -1.14 0.14
*
```

Its total energy is -265.748341 Ha. As for the orbital gap: 9.5 eV. The calculation puts the maximum force at 0.65 eV/Å. As for the SMILES: NC=O.CN.

Mulliken population analysis, charges in e, atoms 1 to 8:
1. N -0.354
2. C 0.136
3. O -0.535
4. H 0.234
5. H 0.220
6. H 0.292
7. C -0.672
8. N -0.517

=====

C5H10N3S | wB97M-V/def2-TZVPD

ORCA input file:
```
! wB97M-V def2-TZVPD RIJCOSX def2/J DEFGRID3
* xyz 1 1
C -2.47 -1.15 -0.39
C -2.77 1.14 0.29
C -1.31 -0.54 -0.26
C 1.86 0.36 -0.40
C 1.55 -0.79 0.49
N -1.54 0.78 0.07
N 1.84 -2.03 0.26
N 1.12 1.59 -0.06
S -3.88 -0.01 0.01
H -2.50 -2.18 -0.48
H -3.04 2.16 0.56
H 2.95 0.49 -0.43
H 1.42 0.05 -1.38
H 0.93 -0.69 1.31
H 2.45 -2.29 -0.54
H 1.65 -2.67 0.98
H 1.49 2.36 0.49
H 0.92 2.14 -0.91
H -0.67 1.27 0.39
*
```

Its total energy is -758.620528 Ha. As for the orbital gap: 7.3 eV. The calculation puts the maximum force at 3.15 eV/Å.

Mulliken population analysis, charges in e, atoms 1 to 8:
1. C -0.493
2. C -0.038
3. C -0.504
4. C -0.533
5. C -0.068
6. N 0.130
7. N -0.215
8. N -0.664

=====

C27H22Cl2N8O4RbS | wB97M-V/def2-TZVPD

ORCA input file:
```
! wB97M-V def2-TZVPD RIJCOSX def2/J DEFGRID3
* xyz -1 1
Rb -0.75 0.17 0.77
Cl -7.21 -2.96 1.04
C -5.53 -2.92 0.60
C -5.09 -1.94 -0.27
C -3.76 -1.85 -0.68
N -3.42 -0.88 -1.63
C -3.20 0.32 -1.19
O -3.14 0.77 -0.01
C -2.98 1.33 -2.31
C -3.99 1.53 -3.25
C -3.82 2.49 -4.23
C -2.64 3.23 -4.25
C -1.69 2.95 -3.28
N -1.84 2.03 -2.32
C -2.84 -2.79 -0.17
C -3.30 -3.77 0.71
C -4.63 -3.85 1.09
Cl -5.12 -5.11 2.19
N -1.49 -2.80 -0.58
C -0.59 -2.76 0.34
O -0.72 -2.59 1.60
C 0.85 -2.83 -0.11
C 1.55 -4.04 -0.12
C 2.90 -4.03 -0.39
C 3.53 -2.81 -0.64
C 2.75 -1.67 -0.63
N 1.44 -1.66 -0.38
H -5.79 -1.22 -0.66
H -4.87 0.91 -3.20
H -4.60 2.67 -4.96
H -2.46 3.99 -4.99
H -0.76 3.50 -3.28
H -2.60 -4.48 1.11
H 1.02 -4.95 0.10
H 3.47 -4.95 -0.39
H 4.59 -2.75 -0.83
H 3.21 -0.70 -0.81
C -0.44 5.35 0.81
O 0.20 4.69 -0.28
C 0.47 3.39 -0.06
O 0.26 2.83 0.99
N 1.07 2.86 -1.17
N 1.07 1.47 -1.30
H -0.63 6.37 0.47
H 0.21 5.36 1.68
H -1.38 4.85 1.06
H 0.96 3.42 -2.00
H 1.96 1.15 -1.66
H 0.30 1.18 -1.90
N 1.48 -2.46 3.41
C 2.38 -1.53 3.06
N 2.10 -0.39 2.49
C 3.25 0.35 2.31
C 3.30 1.61 1.71
C 4.52 2.25 1.57
C 5.70 1.66 2.03
C 5.67 0.42 2.63
C 4.45 -0.23 2.77
S 4.09 -1.79 3.45
H 0.56 -2.47 2.89
H 1.84 -3.37 3.66
H 2.37 2.05 1.36
H 4.55 3.22 1.10
H 6.64 2.18 1.91
H 6.58 -0.05 2.99
*
```

Its total energy is -3123.953061 Ha. As for the orbital gap: 6.4 eV. The calculation puts the maximum force at 0.86 eV/Å.

Mulliken population analysis, charges in e, atoms 1 to 8:
1. Rb 0.844
2. Cl -0.263
3. C 0.109
4. C -0.387
5. C 0.353
6. N -0.679
7. C 0.284
8. O -0.859

=====

C3H13N2O | wB97M-V/def2-TZVPD

ORCA input file:
```
! wB97M-V def2-TZVPD RIJCOSX def2/J DEFGRID3
* xyz 1 1
C -0.78 1.36 -0.17
N -2.21 1.01 -0.06
C -0.14 0.16 -0.88
N -0.47 -1.04 0.01
C 0.46 -1.19 1.18
H -0.67 2.40 -0.67
H -0.30 1.46 0.80
H -2.62 1.00 -1.00
H -2.81 1.67 0.34
H -0.91 -0.13 -1.71
H 0.79 0.18 -1.32
H -0.49 -2.01 -0.28
H -1.40 -0.91 0.45
H 1.27 -0.60 0.98
H -0.09 -0.82 2.17
H 0.53 -2.30 1.37
H 2.90 0.03 -1.06
H 3.45 0.12 0.32
O 3.51 -0.39 -0.49
*
```

Its total energy is -306.544130 Ha. As for the orbital gap: 11.2 eV. The calculation puts the maximum force at 6.56 eV/Å.

Mulliken population analysis, charges in e, atoms 1 to 8:
1. C -0.281
2. N -0.593
3. C -0.691
4. N -0.165
5. C -0.745
6. H 0.355
7. H 0.327
8. H 0.197

=====

maximum force of number 1 (C2H8N2O)?
0.65 eV/Å

=====

Number 4 is which compound?
C3H13N2O

=====

The highest maximum force belongs to which entry?
C3H13N2O